1.
DFT (ωB97M-V/def2-TZVPD) results for a cluster of 11 separate species, C60H141N7O11 in total at a distorted geometry.

Summary:
**Gap between HOMO and LUMO**: 8.6 eV
**2S+1**: 1
**SMILES**: CC1(C)CCCC(C)(C)N1O.CC1(C)CCCC(C)(C)N1O.CC1(C)CCCC(C)(C)N1O.CC1(C)CCCC(C)(C)N1O.COC[C@H](C)N.COC[C@H](C)N.COC[C@H](C)N.CC(C)O.CC(C)O.CC(C)O.CC(C)O

Positions of all 219 atoms, in Å:
C  -0.212  -1.076  4.084
C  0.111  -2.541  3.846
C  0.293  -2.761  2.350
C  1.365  -3.037  4.571
C  1.238  -3.034  6.061
C  0.082  -3.948  6.466
C  -1.223  -3.495  5.825
C  -2.287  -4.574  6.111
C  -1.789  -2.178  6.484
N  -0.988  -3.516  4.318
O  -2.185  -3.056  3.670
H  -0.097  -0.630  5.092
H  0.486  -0.515  3.431
H  -1.182  -0.685  3.815
H  -0.582  -2.383  1.683
H  1.156  -2.213  2.034
H  0.525  -3.809  2.095
H  1.723  -4.035  4.205
H  2.128  -2.320  4.281
H  2.225  -3.245  6.575
H  1.054  -1.945  6.318
H  -0.073  -4.042  7.607
H  0.277  -4.929  6.008
H  -3.331  -4.277  5.793
H  -2.277  -4.787  7.162
H  -1.968  -5.479  5.655
H  -2.428  -1.583  5.853
H  -0.881  -1.541  6.728
H  -2.155  -2.540  7.402
H  -2.688  -3.800  3.342
C  -2.840  -4.769  -3.681
C  -1.621  -3.838  -3.490
C  -1.442  -2.868  -4.689
C  -1.802  -3.086  -2.172
C  -1.449  -3.969  -0.988
C  -0.029  -4.497  -1.228
C  0.130  -5.389  -2.414
C  1.628  -5.693  -2.685
C  -0.523  -6.791  -2.325
N  -0.318  -4.531  -3.514
O  -0.185  -5.233  -4.736
H  -2.909  -5.229  -4.671
H  -2.926  -5.510  -2.868
H  -3.787  -4.151  -3.605
H  -1.122  -3.355  -5.571
H  -2.449  -2.384  -4.912
H  -0.812  -2.019  -4.448
H  -1.071  -2.218  -2.264
H  -2.829  -2.675  -2.218
H  -1.506  -3.441  -0.004
H  -2.114  -4.807  -0.975
H  0.320  -5.125  -0.344
H  0.806  -3.707  -1.270
H  2.103  -5.971  -1.693
H  2.082  -4.787  -3.079
H  1.729  -6.426  -3.466
H  -1.613  -6.848  -2.057
H  -0.095  -7.465  -1.527
H  -0.334  -7.337  -3.316
H  -0.945  -5.807  -4.862
C  -5.053  -2.405  1.001
C  -5.070  -0.883  0.803
C  -4.168  -0.674  -0.390
C  -6.437  -0.298  0.582
C  -7.246  -0.344  1.873
C  -6.532  0.462  2.968
C  -5.122  -0.015  3.237
C  -4.396  1.056  4.149
C  -5.163  -1.340  4.014
N  -4.477  -0.072  1.953
O  -3.087  -0.341  2.096
H  -5.740  -2.709  1.759
H  -5.386  -2.866  0.045
H  -4.004  -2.732  1.201
H  -3.841  0.323  -0.495
H  -3.237  -1.243  -0.296
H  -4.504  -0.943  -1.371
H  -6.452  0.731  0.258
H  -6.857  -0.819  -0.312
H  -8.320  -0.066  1.814
H  -7.339  -1.376  2.175
H  -7.121  0.459  3.871
H  -6.496  1.474  2.587
H  -4.898  1.108  5.097
H  -4.513  2.065  3.672
H  -3.415  0.788  4.343
H  -5.682  -2.162  3.551
H  -5.640  -1.140  4.942
H  -4.199  -1.673  4.387
H  -2.974  -1.197  2.539
C  5.081  3.116  1.977
C  5.621  2.005  2.954
C  7.101  2.172  3.085
C  4.998  2.226  4.350
C  3.620  1.590  4.506
C  3.725  0.119  4.209
C  4.233  -0.202  2.767
C  4.536  -1.656  2.599
C  3.220  0.147  1.660
N  5.502  0.588  2.610
O  6.167  0.251  1.353
H  5.464  4.034  2.367
H  5.540  2.977  0.966
H  3.939  3.201  1.882
H  7.595  1.858  2.179
H  7.332  3.240  3.178
H  7.534  1.620  3.877
H  5.668  1.784  5.056
H  4.894  3.297  4.546
H  3.252  1.843  5.500
H  2.928  1.886  3.759
H  2.768  -0.412  4.291
H  4.495  -0.378  4.785
H  3.653  -2.267  2.720
H  5.294  -1.943  3.358
H  4.947  -1.797  1.608
H  3.489  0.003  0.606
H  2.848  1.169  1.807
H  2.377  -0.494  1.922
H  5.666  0.742  0.719
C  5.450  2.555  -2.245
O  4.756  2.797  -3.377
C  3.567  3.549  -3.138
C  2.833  3.659  -4.509
C  3.485  4.644  -5.369
N  1.440  3.936  -4.260
H  4.869  1.918  -1.519
H  5.797  3.474  -1.657
H  6.322  2.002  -2.548
H  2.896  3.020  -2.560
H  3.809  4.489  -2.703
H  2.825  2.665  -4.919
H  2.859  4.742  -6.251
H  4.478  4.405  -5.738
H  3.423  5.590  -4.822
H  1.288  4.753  -3.589
H  0.957  4.075  -5.142
C  0.772  1.010  -8.785
O  -0.410  0.859  -8.018
C  -0.501  1.844  -6.956
C  -1.093  1.087  -5.734
C  -2.525  0.635  -5.939
N  -0.887  1.866  -4.473
H  0.793  2.036  -9.214
H  0.835  0.280  -9.557
H  1.722  0.907  -8.219
H  0.487  2.284  -6.727
H  -1.170  2.690  -7.178
H  -0.534  0.193  -5.467
H  -3.312  1.384  -6.066
H  -2.820  -0.082  -5.188
H  -2.434  0.165  -6.863
H  -1.617  2.550  -4.378
H  0.015  2.314  -4.477
C  2.588  -2.922  -5.706
O  3.090  -2.614  -4.419
C  2.870  -1.269  -4.066
C  3.450  -1.055  -2.695
C  5.016  -0.992  -2.610
N  3.008  -2.086  -1.790
H  2.729  -2.149  -6.486
H  1.507  -3.136  -5.568
H  3.100  -3.861  -6.034
H  3.459  -0.709  -4.895
H  1.751  -0.967  -4.079
H  3.068  -0.027  -2.353
H  5.341  -0.678  -1.580
H  5.323  -0.132  -3.274
H  5.536  -1.923  -2.876
H  3.239  -2.964  -2.162
H  1.904  -2.119  -1.892
C  -1.470  4.275  3.926
C  -0.609  3.507  2.974
C  -0.673  1.992  3.287
O  -0.969  3.815  1.642
H  -1.431  5.279  3.538
H  -1.030  4.309  4.933
H  -2.488  3.897  3.921
H  0.388  4.022  3.129
H  -0.028  1.474  2.533
H  -1.678  1.650  3.343
H  -0.257  1.801  4.309
H  -1.712  3.215  1.431
C  -4.713  3.284  -1.034
C  -3.826  3.580  0.180
C  -4.688  4.337  1.243
O  -3.194  2.434  0.702
H  -5.038  4.168  -1.538
H  -5.604  2.751  -0.710
H  -4.192  2.734  -1.832
H  -3.072  4.283  -0.062
H  -5.577  3.739  1.550
H  -5.004  5.299  0.825
H  -4.006  4.506  2.091
H  -3.797  1.789  1.104
C  1.703  4.872  0.262
C  0.836  5.661  -0.690
C  0.138  6.888  -0.092
O  1.636  6.049  -1.843
H  2.405  5.539  0.815
H  2.217  4.060  -0.314
H  1.053  4.360  0.998
H  0.032  4.976  -1.090
H  1.039  7.527  0.171
H  -0.534  6.632  0.756
H  -0.503  7.346  -0.848
H  1.103  6.720  -2.349
C  -0.009  -0.537  0.006
C  -0.304  0.578  -0.953
C  0.835  1.555  -1.052
O  -0.498  -0.037  -2.252
H  -0.879  -1.042  0.327
H  0.412  -0.028  0.832
H  0.642  -1.305  -0.324
H  -1.259  1.091  -0.783
H  0.568  2.414  -0.357
H  0.958  2.000  -2.025
H  1.836  1.224  -0.626
H  -0.631  0.641  -3.030

---

2.
DFT (ωB97M-V/def2-TZVPD) results for a cluster of 3 separate species, C4H15N2O2 in total at a distorted geometry.

Summary:
**Relative energy (zero: lowest compared OMol25 entry of this formula, charge and spin)**: 0.0 kJ/mol
**Gap between HOMO and LUMO (spin up / spin down)**: 10.9 / 7.7 eV
**2S+1**: 2
**Charge**: +2

Positions of all 23 atoms, in Å:
C  1.369  1.151  0.388
C  1.263  0.293  -0.928
C  -0.084  -0.255  -1.299
C  -0.608  -1.317  -0.541
N  -1.858  -1.817  -0.613
N  0.233  2.182  0.312
H  1.340  0.624  1.355
H  2.281  1.751  0.352
H  2.016  -0.542  -1.002
H  1.475  1.076  -1.677
H  -0.704  0.103  -2.123
H  0.083  -1.783  0.150
H  -2.275  -1.901  -1.547
H  -1.900  -2.685  -0.072
H  0.348  2.764  1.154
H  -0.716  1.726  0.292
H  0.394  2.819  -0.483
H  2.376  -1.811  2.097
H  2.750  -2.612  0.921
O  2.104  -1.937  1.177
H  -2.947  1.862  1.214
H  -2.725  0.478  0.648
O  -2.324  1.352  0.674